(1)
# C26H34IrN4SSi2

C26H34IrN4SSi2 as an isolated structure (ωB97M-V/def2-TZVPD, OMol25).

The geometry in XYZ format:
```
68
Properties=species:S:1:pos:R:3:forces:R:3:mulliken_spin:R:1
Ir 0.088 0.343 0.520 0.604 -0.536 0.150 0.21
C 1.754 -2.748 -2.930 -0.022 0.026 0.006 0.00
Si 0.196 -2.077 -2.145 0.018 -0.012 -0.054 0.00
C -0.500 -0.689 -3.187 -0.005 -0.043 -0.008 0.00
C -1.064 -3.425 -1.889 -0.010 -0.005 -0.001 0.00
C 0.633 -1.297 -0.450 -0.140 0.255 0.110 0.00
C 1.807 -1.579 0.383 -0.021 -0.128 0.009 -0.01
C 2.696 -2.632 0.447 0.000 0.071 -0.020 0.00
C 3.702 -2.580 1.416 0.006 0.030 0.005 0.00
C 3.787 -1.485 2.253 0.015 -0.044 -0.014 0.00
C 2.842 -0.460 2.150 0.005 0.133 -0.023 0.00
N 1.889 -0.525 1.246 -0.356 -0.016 -0.112 0.01
Si -1.055 -1.006 2.202 -0.027 0.035 -0.045 0.00
C -2.596 -0.234 2.942 -0.035 -0.001 -0.126 0.00
C -1.550 -2.694 1.541 0.005 -0.013 0.004 0.00
C 0.127 -1.339 3.620 -0.034 0.033 0.005 0.00
H 1.536 -3.022 -3.965 0.001 0.005 -0.001 0.00
H 2.119 -3.650 -2.436 -0.005 -0.006 0.002 0.00
H 2.571 -2.023 -2.956 -0.008 0.003 0.006 0.00
H -0.448 -0.990 -4.236 -0.017 0.013 -0.009 0.00
H 0.047 0.250 -3.088 0.032 0.001 -0.004 0.00
H -1.547 -0.490 -2.951 0.025 -0.017 -0.001 0.00
H -1.525 -3.631 -2.858 0.017 -0.039 -0.006 0.00
H -1.859 -3.160 -1.192 0.051 0.017 -0.108 0.00
H -0.600 -4.349 -1.540 -0.016 0.000 0.034 0.00
H 2.608 -3.467 -0.232 0.004 -0.020 0.006 0.00
H 4.417 -3.388 1.503 0.000 0.000 -0.004 0.00
H 4.566 -1.413 2.999 0.000 -0.010 0.003 0.00
H 2.859 0.400 2.807 -0.021 -0.004 0.002 0.00
H -3.274 0.209 2.210 -0.003 0.045 0.032 0.00
H -2.364 0.509 3.702 0.009 0.020 0.046 0.00
H -3.145 -1.034 3.448 -0.001 -0.014 -0.011 0.00
H -2.308 -2.674 0.756 0.026 -0.021 0.094 0.00
H -1.969 -3.282 2.363 0.023 0.012 0.017 0.00
H -0.686 -3.244 1.157 -0.014 -0.004 -0.015 0.00
H 0.601 -0.436 4.011 -0.002 -0.003 -0.011 0.00
H 0.901 -2.061 3.357 0.030 0.001 0.007 0.00
H -0.454 -1.777 4.436 -0.003 -0.006 -0.004 0.00
S 0.906 4.507 2.127 -0.010 0.020 -0.012 0.02
C -0.558 3.957 2.878 0.015 0.000 0.002 0.17
C -0.941 2.719 2.471 0.062 -0.069 0.045 -0.05
C -0.058 2.112 1.535 0.010 0.213 0.015 0.23
C 0.991 3.063 1.235 0.011 0.006 -0.029 0.20
C 1.948 2.820 0.179 0.000 0.020 -0.001 0.01
C 3.052 3.629 -0.077 -0.007 0.004 -0.002 0.09
C 3.883 3.314 -1.139 0.008 -0.002 0.001 -0.02
C 3.586 2.206 -1.914 -0.010 0.010 -0.007 0.08
C 2.467 1.444 -1.594 -0.009 -0.020 0.021 -0.01
N 1.666 1.734 -0.577 -0.099 0.022 0.003 0.05
H -1.059 4.606 3.581 -0.004 -0.008 0.003 0.01
H -1.843 2.255 2.830 -0.030 -0.032 0.035 0.00
H 3.256 4.489 0.549 -0.001 0.001 -0.003 0.00
H 4.747 3.926 -1.358 -0.002 0.002 -0.001 0.00
H 4.202 1.928 -2.758 0.000 -0.004 0.002 0.00
H 2.209 0.571 -2.180 -0.010 -0.013 -0.013 0.01
N -5.005 1.928 -2.686 0.006 -0.011 -0.012 0.00
C -3.912 1.566 -1.999 -0.008 0.021 -0.002 0.00
C -3.867 0.381 -1.243 0.000 -0.017 -0.014 0.00
C -2.734 0.060 -0.547 0.122 -0.060 -0.024 0.00
N -1.620 0.819 -0.537 -0.152 0.107 -0.005 0.00
C -1.658 1.952 -1.270 0.047 -0.038 0.029 -0.01
C -2.744 2.354 -1.995 -0.005 0.001 -0.027 0.01
H -5.832 1.357 -2.687 -0.002 0.002 0.006 0.00
H -5.025 2.773 -3.228 0.002 0.002 0.001 0.00
H -4.720 -0.284 -1.203 0.000 -0.002 0.012 0.00
H -2.689 -0.856 0.023 -0.048 0.062 -0.014 0.00
H -0.755 2.547 -1.271 -0.013 0.019 0.021 -0.01
H -2.695 3.274 -2.560 0.001 0.003 0.006 0.00
```
Forces are in eV/Å.

## Properties
expectation value of S²	0.7705
charge	+2
energy relative to the best compared isomer or geometry (same formula, charge and spin)	6.9	kcal per mole
orbital gap (alpha / beta)	6.6765 / 5.2070	eV
highest occupied orbital energy (alpha / beta)	-0.5091 / -0.5064	Ha
E_tot	-62891.077	eV
spin multiplicity	2

(2)
# C59H57ClIN13O5PSn

C59H57ClIN13O5PSn as an isolated structure (ωB97M-V/def2-TZVPD, OMol25).

The geometry in XYZ format:
```
138
Properties=species:S:1:pos:R:3:forces:R:3:mulliken_charge:R:1
Sn 0.403 0.362 -2.069 0.096 0.003 -0.335 1.02
C 7.867 -1.288 9.677 -0.020 -0.019 0.004 -0.85
O 6.974 -2.203 9.046 0.022 0.022 -0.033 -0.45
C 6.359 -1.820 7.921 0.026 -0.012 0.069 0.88
C 6.496 -0.561 7.335 -0.024 0.001 -0.036 -0.66
C 5.807 -0.279 6.168 0.022 0.009 0.024 -0.75
C 4.984 -1.227 5.568 -0.032 0.012 -0.044 0.27
C 4.851 -2.485 6.170 0.002 -0.020 0.017 -0.56
C 5.527 -2.778 7.327 -0.027 -0.011 -0.028 -0.59
C 4.257 -0.955 4.338 0.032 0.006 0.035 0.26
N 3.326 -1.729 3.809 0.016 0.032 0.002 -0.86
C 2.935 -1.096 2.672 -0.071 -0.092 -0.017 1.15
C 3.622 0.087 2.489 0.081 0.063 0.003 -0.57
N 4.470 0.164 3.568 -0.054 0.001 -0.019 -0.07
C 3.415 0.926 1.362 -0.022 0.000 0.016 1.33
C 4.086 2.133 1.085 0.003 -0.003 0.015 -0.82
C 3.787 2.839 -0.052 0.003 0.035 -0.033 -0.89
C 2.821 2.337 -0.932 0.041 -0.051 -0.008 -0.69
N 2.186 1.206 -0.692 -0.026 -0.065 0.128 0.17
C 2.445 0.503 0.429 -0.074 -0.038 0.005 0.12
C 1.694 -0.720 0.625 -0.024 0.051 -0.072 -0.62
N 0.745 -1.050 -0.296 -0.044 -0.078 0.074 0.73
C 0.116 -2.212 -0.172 0.101 0.016 0.029 -0.36
C 0.350 -3.094 0.887 -0.016 0.010 -0.044 -1.29
C 1.257 -2.751 1.851 0.040 -0.014 0.051 -1.05
C 1.954 -1.537 1.728 0.014 0.002 0.021 0.49
H 8.273 -1.815 10.533 -0.001 0.002 0.007 0.25
H 7.335 -0.397 10.016 0.007 0.005 0.002 0.35
H 8.678 -1.009 9.002 0.003 0.000 0.004 0.35
H 7.123 0.195 7.782 -0.002 -0.001 -0.007 0.43
H 5.918 0.714 5.747 0.001 0.000 0.001 0.21
H 4.213 -3.226 5.709 0.002 0.005 -0.001 0.47
H 5.439 -3.746 7.801 0.002 0.002 0.000 0.45
H 5.166 0.865 3.754 0.018 -0.004 -0.008 0.22
H 4.843 2.502 1.767 -0.001 -0.003 -0.006 0.49
H 4.293 3.765 -0.284 -0.003 -0.002 -0.002 0.58
H 2.568 2.848 -1.854 -0.010 0.048 -0.017 0.59
H -0.593 -2.474 -0.942 -0.034 -0.031 0.009 0.56
H -0.183 -4.034 0.916 -0.008 0.007 -0.015 0.71
H 1.469 -3.395 2.695 0.004 0.006 -0.003 0.68
N 2.795 2.454 -5.076 -0.004 -0.035 0.005 -0.49
N 3.787 1.522 -5.394 -0.050 -0.071 0.093 -0.22
C 3.781 0.271 -4.897 -0.003 0.133 -0.173 0.56
N 4.730 -0.546 -5.336 -0.038 -0.027 0.064 -0.30
N 2.781 -0.011 -4.031 -0.039 -0.280 0.060 -0.50
N 2.709 -1.254 -3.544 0.235 0.297 0.185 1.02
O 3.534 -2.128 -3.697 -0.103 -0.072 -0.129 -0.72
O 1.697 -1.477 -2.822 -0.067 0.135 -0.040 -0.13
H 2.123 2.508 -5.833 -0.014 0.024 -0.017 0.25
H 3.238 3.357 -4.967 -0.001 0.018 0.049 0.28
H 4.431 1.731 -6.142 0.029 -0.013 -0.036 0.18
H 5.396 -0.244 -6.028 0.015 0.010 0.014 0.17
H 4.784 -1.480 -4.965 0.006 -0.052 -0.012 0.24
I -2.819 3.309 -1.538 -0.084 -0.099 -0.149 0.21
C -3.940 5.054 -1.383 0.061 -0.013 0.043 0.98
C -5.014 5.242 -2.199 -0.043 0.082 0.017 -0.70
C -5.804 6.402 -2.040 0.004 -0.045 -0.028 -0.83
C -5.496 7.308 -1.071 0.005 0.017 0.016 -0.92
C -4.380 7.117 -0.217 -0.005 0.022 0.015 0.70
C -4.065 8.065 0.784 -0.017 0.001 -0.012 -0.79
C -2.985 7.895 1.602 0.026 -0.008 0.009 -1.19
C -2.166 6.765 1.447 -0.008 0.030 0.014 -0.31
C -2.442 5.812 0.490 -0.088 -0.075 -0.020 1.14
P -1.182 4.511 0.383 0.186 0.184 0.202 0.28
C 0.251 5.338 -0.314 -0.009 -0.021 -0.033 1.15
C 1.350 5.620 0.495 0.007 0.011 0.017 -0.14
C 2.430 6.316 -0.031 -0.009 0.004 -0.006 -0.95
C 2.417 6.717 -1.360 -0.006 0.004 0.001 -0.55
C 1.320 6.435 -2.166 0.008 0.011 0.011 -0.86
C 0.232 5.752 -1.645 0.006 0.001 -0.005 -0.44
C -0.981 3.847 2.006 0.061 -0.065 -0.120 0.22
C 0.016 2.756 1.838 0.023 0.012 0.365 0.23
C -0.203 1.559 2.668 0.023 0.091 -0.066 -0.91
C -1.233 1.498 3.536 -0.062 0.002 -0.010 -0.71
C -2.152 2.585 3.678 0.010 0.013 -0.019 -0.82
C -2.045 3.715 2.897 -0.047 -0.069 0.048 -0.60
C -3.565 5.965 -0.365 -0.010 0.009 -0.058 -0.45
H -5.273 4.519 -2.960 0.004 -0.005 0.003 0.46
H -6.655 6.556 -2.688 0.004 -0.003 -0.001 0.42
H -6.102 8.195 -0.938 0.005 -0.001 0.005 0.45
H -4.699 8.937 0.889 -0.001 -0.004 -0.004 0.46
H -2.749 8.626 2.363 0.002 -0.006 0.002 0.46
H -1.299 6.661 2.090 -0.003 -0.002 -0.002 0.52
H 1.355 5.337 1.541 -0.004 -0.001 -0.004 0.42
H 3.269 6.566 0.604 -0.003 -0.007 -0.001 0.52
H 3.252 7.276 -1.761 -0.004 -0.006 -0.003 0.47
H 1.300 6.775 -3.193 -0.001 -0.008 0.003 0.52
H -0.632 5.565 -2.271 -0.001 -0.002 0.001 0.39
H 1.064 3.059 1.822 -0.006 -0.034 -0.121 0.12
H 0.519 0.755 2.610 0.031 -0.001 0.024 0.49
H -1.361 0.625 4.163 0.004 0.003 -0.003 0.52
H -2.966 2.500 4.386 0.003 -0.005 -0.002 0.45
H -2.815 4.476 2.929 0.009 0.005 0.007 0.51
C -5.854 -4.136 -0.667 -0.041 0.010 0.029 -1.58
C -5.436 -5.034 -1.838 -0.009 0.016 0.080 1.28
C -6.575 -5.084 -2.863 -0.014 -0.011 0.004 -1.70
C -5.233 -6.455 -1.286 -0.014 -0.020 -0.011 -1.68
C -4.115 -4.496 -2.477 -0.008 0.021 -0.016 2.52
O -3.118 -4.307 -1.474 -0.006 0.065 0.053 -0.51
C -3.600 -5.445 -3.570 -0.043 -0.073 -0.053 -1.70
C -2.191 -5.207 -4.120 0.004 0.016 0.000 -1.54
C -1.054 -5.413 -3.147 -0.017 -0.019 0.000 0.27
C -0.003 -4.508 -3.079 0.040 -0.048 -0.056 0.07
C 1.054 -4.689 -2.198 0.025 0.037 0.034 -1.03
C 1.044 -5.778 -1.346 0.019 0.001 -0.014 0.22
Cl 2.327 -5.964 -0.189 -0.012 -0.013 -0.002 -0.20
C 0.027 -6.718 -1.413 -0.021 -0.011 0.014 -0.87
C -1.003 -6.537 -2.324 0.001 0.024 0.060 -0.16
C -4.360 -3.078 -3.083 0.117 0.045 0.024 -2.32
N -3.483 -2.060 -2.514 -0.200 0.079 0.045 0.93
C -2.293 -1.636 -2.911 0.045 -0.094 0.044 -0.30
N -1.797 -0.793 -2.009 0.012 -0.047 -0.042 0.19
C -2.773 -0.749 -1.056 -0.006 0.162 0.028 -1.10
N -3.809 -1.493 -1.334 0.083 -0.041 -0.057 -0.85
H -6.806 -4.489 -0.271 -0.001 -0.006 0.005 0.52
H -5.988 -3.091 -0.951 0.000 -0.030 -0.007 0.30
H -5.123 -4.161 0.141 0.007 -0.003 -0.012 0.24
H -7.456 -5.525 -2.396 0.000 0.010 0.005 0.48
H -6.329 -5.702 -3.728 -0.006 -0.007 0.006 0.35
H -6.870 -4.095 -3.218 0.004 -0.019 -0.006 0.35
H -6.068 -6.704 -0.631 -0.003 -0.011 -0.005 0.50
H -4.326 -6.562 -0.683 -0.016 0.014 0.018 0.29
H -5.206 -7.210 -2.071 -0.003 0.010 0.006 0.43
H -3.024 -5.129 -0.981 0.024 -0.027 -0.067 0.46
H -4.295 -5.408 -4.411 -0.014 -0.032 0.013 0.57
H -3.648 -6.468 -3.195 0.002 0.036 -0.018 0.35
H -2.100 -4.215 -4.574 -0.031 0.017 0.031 0.35
H -2.069 -5.913 -4.946 0.049 0.046 -0.036 0.54
H 0.015 -3.653 -3.748 -0.001 0.013 -0.003 0.52
H 1.884 -3.996 -2.176 -0.024 0.034 0.017 0.60
H 0.049 -7.586 -0.769 0.004 -0.005 -0.007 0.50
H -1.782 -7.287 -2.380 0.013 -0.007 0.000 0.46
H -5.364 -2.722 -2.878 -0.017 -0.072 -0.061 0.53
H -4.215 -3.082 -4.163 0.051 0.032 0.004 0.34
H -1.818 -1.953 -3.824 0.004 -0.010 -0.003 0.56
H -2.707 -0.150 -0.162 0.011 -0.010 -0.018 0.84
O -0.930 1.712 -0.213 -0.027 -0.101 0.135 -0.44
N -0.391 2.699 0.289 -0.062 0.048 -0.150 0.49
```
Forces are in eV/Å.

## Properties
charge	+3
energy relative to the best compared isomer or geometry (same formula, charge and spin)	0.0	kcal per mole
orbital gap (alpha / beta)	4.9984 / 4.6902	eV
highest occupied orbital energy (alpha / beta)	-0.4746 / -0.4746	Ha
E_tot	-127434.701	eV
spin multiplicity	1

(3)
# C24H31F3N3O10P2RuSSe2

C24H31F3N3O10P2RuSSe2 as an isolated structure (ωB97M-V/def2-TZVPD, OMol25).

The geometry in XYZ format:
```
77
Properties=species:S:1:pos:R:3:forces:R:3:mulliken_spin:R:1
Ru -1.675 -0.411 -0.533 0.280 -0.083 -0.057 0.37
C 4.996 0.560 2.429 0.000 -0.006 0.012 -0.01
C 3.575 0.085 2.560 -0.002 -0.003 -0.009 0.00
C 2.544 0.816 1.983 0.005 0.002 0.002 -0.01
C 1.242 0.337 1.977 -0.002 0.010 0.002 -0.01
C 0.968 -0.891 2.555 -0.004 -0.010 -0.003 0.01
C 1.976 -1.622 3.172 -0.004 -0.006 0.007 0.00
C 3.271 -1.129 3.174 -0.003 -0.001 -0.018 0.00
S -0.660 -1.603 2.482 0.038 -0.034 0.076 0.00
O -1.128 -1.693 3.850 -0.001 0.004 -0.023 0.00
O -0.521 -2.845 1.771 -0.014 0.008 -0.005 0.00
N -1.536 -0.583 1.610 -0.009 0.000 -0.161 0.00
C -2.317 0.382 2.217 -0.014 -0.012 0.015 0.01
C -2.211 0.895 3.501 0.020 -0.020 -0.024 0.00
C -3.135 1.833 3.988 -0.009 0.011 0.012 0.00
C -4.188 2.285 3.240 -0.005 0.004 -0.012 0.00
C -4.322 1.820 1.913 0.006 0.001 0.003 0.00
C -5.366 2.215 1.046 0.004 0.000 0.008 0.01
C -5.421 1.728 -0.228 -0.025 0.014 -0.014 0.00
C -4.400 0.873 -0.681 0.024 -0.019 -0.020 0.01
N -3.410 0.509 0.101 -0.119 0.079 0.035 -0.01
C -3.370 0.916 1.401 0.007 0.002 0.011 0.00
H 5.281 0.555 1.374 -0.003 0.002 -0.002 0.00
H 5.683 -0.085 2.979 0.001 0.004 0.003 0.00
H 5.110 1.582 2.798 0.001 0.001 -0.007 0.00
H 2.769 1.746 1.473 -0.002 0.000 0.002 0.00
H 0.456 0.887 1.479 0.004 -0.005 0.006 0.01
H 1.747 -2.583 3.615 0.005 0.001 0.002 0.00
H 4.067 -1.716 3.619 0.001 0.000 0.001 0.00
H -1.425 0.541 4.149 -0.007 0.017 0.016 0.00
H -3.008 2.197 5.001 0.012 -0.008 0.002 0.00
H -4.905 2.994 3.635 -0.001 0.000 0.000 0.00
H -6.119 2.906 1.410 0.002 0.000 0.008 0.00
H -6.215 2.009 -0.907 0.005 -0.009 -0.009 0.00
H -4.352 0.504 -1.698 -0.008 0.007 -0.004 0.00
O 4.429 -2.891 -2.717 -0.010 -0.032 -0.009 0.00
C 3.025 -3.068 -2.507 -0.003 0.010 -0.001 0.01
C 2.627 -2.909 -1.036 -0.013 -0.007 -0.013 -0.03
C 3.095 -4.144 -0.249 0.017 0.004 -0.008 0.00
O 4.487 -4.416 -0.380 -0.001 -0.011 0.018 0.00
C 3.250 -1.664 -0.388 0.028 0.094 -0.005 0.04
Se 3.434 -0.060 -1.522 0.163 0.024 0.027 0.11
C 1.103 -2.891 -0.925 -0.058 -0.040 -0.072 0.03
Se 0.252 -1.292 -1.651 -0.243 0.093 0.169 0.50
H 4.565 -1.930 -2.591 0.009 0.017 0.004 0.00
H 2.779 -4.079 -2.847 0.001 -0.001 -0.001 0.00
H 2.469 -2.351 -3.113 -0.001 0.003 -0.006 0.00
H 2.518 -5.017 -0.586 0.000 -0.002 0.000 0.00
H 2.879 -3.994 0.814 0.000 -0.004 0.002 0.00
H 4.784 -3.973 -1.192 0.008 0.009 -0.006 0.00
H 4.253 -1.905 -0.035 -0.002 -0.016 -0.008 -0.01
H 2.655 -1.403 0.485 -0.022 -0.006 -0.006 -0.04
H 0.776 -2.986 0.107 0.007 0.005 0.001 -0.01
H 0.665 -3.714 -1.495 0.012 -0.029 0.036 0.02
N -2.357 3.450 -2.041 0.093 -0.041 0.029 0.00
C -1.135 2.784 -2.588 -0.061 0.007 -0.021 0.00
C -0.448 3.733 -3.570 0.017 -0.036 -0.027 0.00
P -1.686 1.261 -3.499 -0.131 -0.020 0.020 -0.01
O -0.342 0.730 -4.203 0.037 -0.031 -0.014 0.00
O -2.639 1.773 -4.516 0.026 -0.009 -0.005 0.00
O -2.191 0.230 -2.510 0.110 0.152 0.027 0.00
P -0.120 2.564 -1.106 0.074 0.059 -0.006 -0.01
O 1.366 2.295 -1.463 -0.133 0.028 -0.022 0.00
O -0.040 4.062 -0.539 0.034 -0.034 0.049 0.00
O -0.775 1.650 -0.131 -0.053 -0.054 -0.020 -0.01
H -3.020 3.496 -2.812 0.018 0.040 -0.007 0.00
H -0.927 4.446 -0.650 -0.019 0.008 -0.038 0.00
H -2.776 2.818 -1.361 -0.065 -0.015 -0.028 0.00
H -1.112 3.899 -4.419 -0.009 0.002 0.002 0.00
H 0.477 3.291 -3.938 -0.004 0.013 0.002 0.00
H -0.225 4.688 -3.092 -0.001 0.001 0.004 0.00
H 0.075 0.005 -3.702 -0.016 0.018 0.001 0.00
H 1.794 1.378 -1.379 0.084 -0.020 0.016 0.00
F -3.686 -2.045 -1.735 0.005 0.017 0.000 0.00
C -2.727 -2.114 -0.734 -0.051 -0.216 0.016 0.02
F -3.482 -2.435 0.377 -0.003 0.028 0.033 0.00
F -2.069 -3.287 -1.015 -0.022 0.040 0.013 0.00
```
Forces are in eV/Å.

## Properties
expectation value of S²	0.7607
charge	-2
energy relative to the best compared isomer or geometry (same formula, charge and spin)	0.0	kcal per mole
orbital gap (alpha / beta)	6.0286 / 5.7537	eV
highest occupied orbital energy (alpha / beta)	-0.0657 / -0.0685	Ha
E_tot	-221187.400	eV
spin multiplicity	2

Question: Which of these has the lowest spin multiplicity?
Answer: C59H57ClIN13O5PSn